(1)
76
Properties=species:S:1:pos:R:3:mulliken_charge:R:1 method="wB97M-V/def2-TZVPD" homo_ev=-9.38 total_charge=+1 e_tot_ha=-1370.5233 e_above_lowest_ev=0.000
C -6.817 0.767 -1.084 -0.887
C -7.872 -0.232 -0.643 -0.763
N -7.365 -1.250 0.256 -0.078
C -8.170 -2.452 0.298 -0.745
C -7.978 -3.274 1.562 -0.841
C -6.501 -3.428 1.913 -0.949
C -5.774 -2.124 1.867 0.574
C -6.244 -1.081 1.009 0.612
C -5.531 0.154 0.978 0.480
C -4.432 0.339 1.796 -1.120
C -3.954 -0.684 2.662 0.593
C -2.843 -0.471 3.531 -0.307
C -2.013 0.644 3.441 -0.181
C -1.145 1.080 4.442 -0.315
C -0.490 2.358 4.355 1.444
C -0.220 2.975 3.105 -0.606
C 0.259 4.274 3.022 -0.045
C 0.500 5.018 4.214 0.518
N 0.975 6.294 4.152 -0.058
C 1.405 6.927 2.923 -0.788
C 1.619 5.954 1.778 -0.862
C 0.489 4.933 1.704 -0.896
C 1.209 7.088 5.339 -0.772
C 0.327 6.694 6.511 -0.836
C 0.342 5.186 6.742 -0.928
C 0.227 4.409 5.475 0.556
C -0.185 3.090 5.527 -1.269
C -4.664 -1.917 2.662 -1.373
C -5.989 1.265 0.094 -0.869
H -6.157 0.296 -1.820 0.342
H -7.311 1.609 -1.573 0.365
H -8.698 0.308 -0.143 0.329
H -8.306 -0.734 -1.518 0.474
H -9.225 -2.163 0.197 0.472
H -7.929 -3.079 -0.582 0.327
H -8.503 -2.793 2.395 0.333
H -8.427 -4.259 1.413 0.363
H -6.405 -3.851 2.919 0.407
H -6.032 -4.141 1.218 0.304
H -3.932 1.309 1.777 0.554
H -2.652 -1.216 4.306 0.496
H -2.085 1.262 2.540 -0.121
H -1.162 0.585 5.413 0.451
H -0.392 2.417 2.178 0.426
H 0.652 7.683 2.632 0.351
H 2.332 7.481 3.126 0.472
H 1.684 6.517 0.845 0.371
H 2.574 5.438 1.920 0.335
H 0.724 4.174 0.952 0.401
H -0.431 5.440 1.372 0.322
H 2.269 6.988 5.640 0.315
H 1.047 8.143 5.082 0.479
H 0.679 7.206 7.410 0.372
H -0.702 7.021 6.323 0.333
H 1.264 4.892 7.267 0.295
H -0.493 4.915 7.401 0.423
H -0.354 2.614 6.498 0.406
H -4.317 -2.721 3.316 0.465
H -5.116 1.810 -0.280 0.420
H -6.579 1.983 0.684 0.306
C 3.026 0.832 4.596 -1.266
C 1.932 -0.005 3.951 -0.185
N 0.878 -0.422 4.872 -0.197
C 0.346 -1.766 4.671 -0.113
C -0.097 -2.464 5.948 -1.421
H 3.675 1.235 3.812 0.384
H 2.608 1.671 5.165 0.216
H 3.639 0.211 5.261 0.371
H 1.433 0.578 3.164 0.114
H 2.367 -0.890 3.458 0.377
H 1.159 -0.275 5.837 0.279
H -0.510 -1.641 3.995 0.103
H 1.085 -2.387 4.139 0.357
H -0.779 -3.279 5.688 0.382
H 0.767 -2.899 6.462 0.421
H -0.616 -1.786 6.635 0.301


(2)
11
Properties=species:S:1:pos:R:3:nbo_charge:R:1 method="wB97M-V/def2-TZVPD" homo_ev=-3.35 total_charge=-1 e_tot_ha=-716.2076 e_above_lowest_ev=1.446
C -0.880 0.030 -0.879 -0.062
C -1.187 -1.053 -1.832 -0.283
N -0.929 0.080 -3.924 -0.003
N -0.679 1.218 -1.343 -0.151
N -1.101 -0.661 -3.061 0.051
O -0.396 2.284 -0.546 -0.611
S 0.725 0.834 2.360 -1.016
H -0.626 -0.146 0.231 0.251
H -1.332 -2.001 -1.507 0.219
H 1.548 -0.210 1.831 0.100
H 0.108 2.178 0.388 0.505


(3)
65
Properties=species:S:1:pos:R:3:nbo_charge:R:1 method="wB97M-V/def2-TZVPD" homo_ev="0.37 / -1.80" multiplicity=5 total_charge=-2 e_tot_ha=-4288.4473
Cr -0.050 -1.477 -0.239 1.429
C -4.657 3.689 -0.863 -0.618
C -3.427 2.818 -0.779 -0.063
C -2.313 3.226 -0.051 -0.208
C -1.183 2.438 -0.003 -0.257
C -1.103 1.206 -0.674 0.284
N 0.076 0.456 -0.658 -0.750
C 1.244 1.135 -0.976 0.293
C 1.185 2.252 -1.845 -0.276
C 2.278 3.033 -2.146 -0.200
C 3.526 2.737 -1.611 -0.112
C 4.738 3.592 -1.883 -0.614
C 3.624 1.590 -0.842 -0.128
C 2.542 0.760 -0.551 -0.143
C 2.807 -0.547 0.208 0.108
O 1.886 -1.523 0.077 -0.773
C 4.146 -1.201 -0.302 0.966
F 4.245 -1.133 -1.648 -0.333
F 5.284 -0.627 0.194 -0.354
F 4.214 -2.495 0.025 -0.308
C 3.025 -0.217 1.726 0.955
F 3.845 0.848 1.946 -0.348
F 1.862 0.080 2.304 -0.310
F 3.566 -1.253 2.398 -0.327
C -2.261 0.755 -1.336 -0.091
C -3.382 1.578 -1.396 -0.196
C -2.234 -0.678 -1.876 0.094
O -1.916 -1.570 -0.913 -0.756
C -3.625 -1.111 -2.416 0.974
F -4.035 -0.397 -3.505 -0.352
F -3.643 -2.405 -2.766 -0.314
F -4.576 -0.954 -1.477 -0.324
C -1.199 -0.789 -3.086 0.954
F -1.629 -1.522 -4.134 -0.330
F -0.058 -1.407 -2.674 -0.309
F -0.834 0.404 -3.598 -0.327
H -4.381 4.737 -1.001 0.200
H -5.254 3.622 0.052 0.205
H -5.287 3.388 -1.700 0.205
H -2.341 4.168 0.489 0.191
H -0.315 2.766 0.556 0.218
H 0.229 2.496 -2.286 0.213
H 2.161 3.880 -2.816 0.188
H 4.445 4.551 -2.314 0.198
H 5.424 3.103 -2.580 0.202
H 5.290 3.785 -0.960 0.205
H 4.600 1.339 -0.449 0.207
H -4.263 1.261 -1.938 0.210
I 0.484 -6.560 0.544 0.054
C -0.055 -5.021 1.871 -0.248
C -0.269 -5.290 3.211 -0.278
C -0.649 -4.253 4.047 -0.179
I -0.907 -4.727 6.099 0.007
C -0.829 -2.929 3.601 -0.097
C -1.283 -1.826 4.366 -0.315
C -1.452 -0.578 3.724 -0.291
C -1.135 -0.428 2.402 0.015
N -0.664 -1.452 1.650 -0.548
C -0.555 -2.702 2.227 0.083
C -0.192 -3.733 1.325 0.368
O -0.023 -3.455 0.061 -0.747
H -0.161 -6.294 3.596 0.216
H -1.517 -1.939 5.415 0.197
H -1.830 0.275 4.273 0.194
H -1.240 0.528 1.904 0.192


(4)
16
Properties=species:S:1:pos:R:3:nbo_charge:R:1 method="wB97M-V/def2-TZVPD" homo_ev=-11.60 e_tot_ha=-159.5645 e_above_lowest_ev=0.557 smiles=CC.CC
C 0.497 1.718 -0.980 -0.612
C 1.976 1.205 -0.792 -0.607
H -0.079 0.906 -0.559 0.208
H 0.451 2.685 -0.468 0.207
H 0.182 1.813 -2.020 0.202
H 2.725 1.701 -1.395 0.201
H 2.107 0.129 -0.894 0.202
H 2.260 1.470 0.237 0.198
C -0.499 -1.463 0.665 -0.609
C -2.007 -1.341 1.079 -0.616
H -0.470 -1.284 -0.407 0.205
H 0.147 -0.845 1.292 0.203
H -0.171 -2.490 0.869 0.202
H -2.333 -1.714 2.044 0.207
H -2.442 -2.162 0.462 0.201
H -2.344 -0.330 0.866 0.206


(5)
58
Properties=species:S:1:pos:R:3:nbo_charge:R:1 method="wB97M-V/def2-TZVPD" homo_ev=-8.24 e_tot_ha=-1681.0431 e_above_lowest_ev=1.877 smiles="Cc1ccccc1-c1nc(CS(=O)(=O)CC(=O)NCCCN2CCCC2)c(C)o1"
C 0.776 2.297 -4.302 -0.633
C 2.021 1.845 -3.605 0.006
C 3.100 1.391 -4.353 -0.208
C 4.270 0.960 -3.756 -0.194
C 4.386 0.978 -2.375 -0.225
C 3.331 1.426 -1.610 -0.179
C 2.144 1.860 -2.208 -0.062
C 1.090 2.297 -1.316 0.459
N 1.109 2.142 -0.019 -0.457
C -0.051 2.694 0.438 0.033
C -0.456 2.648 1.852 -0.663
S -1.798 1.395 2.042 2.143
O -2.057 0.780 0.760 -0.967
O -2.923 2.034 2.673 -0.941
C -1.142 0.123 3.161 -0.743
C 0.258 -0.310 2.744 0.665
O 1.159 -0.423 3.551 -0.631
N 0.370 -0.522 1.430 -0.608
C 1.535 -1.113 0.822 -0.227
C 1.158 -2.362 0.025 -0.410
C 0.396 -3.382 0.875 -0.213
N -0.919 -2.911 1.249 -0.452
C -1.916 -2.916 0.194 -0.224
C -3.205 -2.597 0.946 -0.412
C -3.013 -3.289 2.306 -0.417
C -1.519 -3.648 2.349 -0.219
C -0.761 3.171 -0.634 0.303
C -2.080 3.838 -0.734 -0.673
O -0.031 2.920 -1.743 -0.402
H 0.606 3.358 -4.128 0.227
H -0.093 1.760 -3.926 0.226
H 0.857 2.128 -5.373 0.213
H 3.017 1.374 -5.431 0.209
H 5.090 0.613 -4.367 0.214
H 5.297 0.647 -1.900 0.217
H 3.399 1.463 -0.534 0.236
H 0.369 2.331 2.483 0.272
H -0.886 3.582 2.202 0.264
H -1.146 0.531 4.167 0.266
H -1.825 -0.721 3.090 0.270
H -0.449 -0.407 0.849 0.430
H 2.009 -0.380 0.160 0.212
H 2.225 -1.361 1.632 0.226
H 2.072 -2.826 -0.351 0.218
H 0.552 -2.073 -0.833 0.198
H 0.957 -3.557 1.798 0.202
H 0.338 -4.342 0.327 0.169
H -1.690 -2.162 -0.561 0.200
H -1.981 -3.903 -0.300 0.157
H -4.087 -2.956 0.419 0.212
H -3.291 -1.518 1.066 0.219
H -3.623 -4.189 2.382 0.211
H -3.292 -2.632 3.129 0.205
H -1.037 -3.358 3.285 0.199
H -1.387 -4.737 2.221 0.163
H -2.820 3.263 -0.181 0.248
H -2.038 4.842 -0.312 0.230
H -2.376 3.905 -1.778 0.238


(6)
10
Properties=species:S:1:pos:R:3:nbo_charge:R:1 method="wB97M-V/def2-TZVPD" homo_ev=-8.89 e_tot_ha=-1122.5187 e_above_lowest_ev=1.107 smiles="PC[PH2]=S"
P 1.873 0.010 0.822 0.302
C 0.467 0.277 -0.414 -1.018
P -1.151 -0.697 -0.248 0.870
S -2.511 -0.005 0.932 -0.569
H 0.836 0.126 1.817 -0.003
H 2.335 1.470 0.729 0.000
H 0.605 0.009 -1.479 0.239
H 0.024 1.477 -0.293 0.287
H -1.358 -0.639 -1.649 -0.070
H -1.121 -2.027 -0.219 -0.037